Below is C33H65BF3IN2NbO5 as an isolated structure at a distorted geometry, with properties calculated with ωB97M-V/def2-TZVPD.

```
! wB97M-V def2-TZVPD RIJCOSX def2/J DEFGRID3
* xyz -1 3
C -4.31 -2.69 -3.29
C -4.05 -1.93 -2.25
Nb -3.66 -1.16 -0.11
O -3.36 -0.43 1.84
C -3.14 -3.27 0.65
C -2.95 -4.32 -0.58
C -2.35 -5.74 -0.12
C -2.24 -6.85 -1.30
C -2.87 -6.42 -2.71
O -1.98 -5.60 -3.52
C -2.63 -5.51 -4.83
C -1.44 -0.86 -0.55
C -0.79 0.51 0.01
C 0.55 0.31 0.85
F 1.00 1.64 1.23
F 1.59 -0.34 0.11
F 0.21 -0.36 2.07
C -4.26 0.94 -0.78
C -3.39 1.56 -1.99
C -4.34 1.97 -3.26
I -2.58 3.50 -1.26
B -5.88 -1.55 0.47
C -6.78 -2.78 -0.10
O -6.54 -0.61 1.40
H -4.77 -3.38 -4.09
H -3.47 0.56 1.82
H -2.20 -3.23 1.33
H -3.99 -3.70 1.33
H -2.23 -3.89 -1.38
H -4.00 -4.50 -1.01
H -1.29 -5.67 0.35
H -3.06 -6.15 0.70
H -1.15 -7.19 -1.51
H -2.83 -7.79 -0.95
H -3.05 -7.40 -3.31
H -3.89 -5.90 -2.65
H -3.72 -5.88 -4.83
H -2.64 -4.41 -5.18
H -2.05 -6.13 -5.61
H -0.88 -1.74 -0.05
H -1.28 -1.00 -1.70
H -0.53 1.15 -0.92
H -1.62 1.07 0.57
H -4.28 1.68 0.11
H -5.36 0.87 -1.15
H -2.59 0.87 -2.42
H -5.39 1.52 -3.19
H -4.49 3.13 -3.25
H -3.80 1.74 -4.26
H -6.27 -3.81 0.00
H -7.77 -2.79 0.51
H -7.06 -2.53 -1.20
H -7.08 0.03 0.88
C 2.05 9.66 -1.45
C 0.86 8.67 -1.33
C 0.18 8.85 0.05
C 1.00 8.29 1.20
C 1.39 6.84 0.94
C 2.07 6.62 -0.43
N 1.34 7.27 -1.55
O 0.24 6.50 -1.83
C 3.53 7.14 -0.38
C 2.24 5.09 -0.64
C -0.12 9.15 -2.43
H 1.71 10.66 -1.75
H 2.59 9.81 -0.52
H 2.77 9.33 -2.21
H -0.80 8.36 0.04
H -0.01 9.92 0.23
H 1.90 8.90 1.37
H 0.42 8.35 2.13
H 2.05 6.49 1.75
H 0.48 6.23 1.01
H 3.99 7.10 -1.37
H 4.14 6.53 0.29
H 3.62 8.16 -0.01
H 1.30 4.54 -0.57
H 2.90 4.66 0.13
H 2.70 4.87 -1.61
H 0.33 9.05 -3.43
H -0.39 10.20 -2.29
H -1.06 8.59 -2.43
C 2.60 -2.59 2.72
C 4.14 -2.54 2.53
C 4.49 -2.93 1.08
C 4.32 -4.42 0.79
C 5.08 -5.26 1.81
C 4.76 -4.90 3.27
N 4.81 -3.43 3.53
O 6.12 -3.06 3.60
C 3.37 -5.45 3.66
C 5.73 -5.69 4.19
C 4.49 -1.04 2.74
H 2.12 -1.67 2.36
H 2.12 -3.39 2.16
H 2.33 -2.68 3.77
H 5.53 -2.65 0.85
H 3.87 -2.36 0.37
H 3.26 -4.69 0.79
H 4.69 -4.64 -0.22
H 4.87 -6.32 1.63
H 6.16 -5.13 1.62
H 3.07 -5.11 4.65
H 3.37 -6.55 3.68
H 2.58 -5.18 2.96
H 6.78 -5.51 3.96
H 5.58 -6.77 4.08
H 5.56 -5.45 5.25
H 4.24 -0.72 3.76
H 3.92 -0.41 2.05
H 5.54 -0.83 2.56
*
```

HOMO energy (spin up / spin down) = -4.19 / -4.19 eV

Atomic partial charges in e from the Löwdin method, atoms 1 to 2: -0.076, -0.261

***

Below is a 6-piece molecular cluster, C33H65N6O5S3 overall at a distorted geometry, with properties calculated with ωB97M-V/def2-TZVPD.

```
! wB97M-V def2-TZVPD RIJCOSX def2/J DEFGRID3
* xyz 1 1
C -2.04 -4.08 2.20
C -0.60 -3.79 2.61
C -0.44 -3.20 4.01
C -1.34 -2.02 4.38
N -1.11 -0.76 3.63
C 0.25 -0.25 3.65
C 0.33 1.18 4.23
C 1.01 2.25 3.37
C 2.36 1.87 2.79
N 3.28 1.36 3.82
C 4.13 0.38 3.64
N 5.01 -0.08 4.55
C 6.20 -0.43 3.71
C 5.49 -1.09 2.52
C 6.37 -1.13 1.25
N 7.75 -0.75 1.53
C 8.17 0.51 0.91
N 4.25 -0.27 2.42
N 3.05 -1.03 2.21
C 2.95 -1.72 1.21
S 2.76 -2.70 0.04
C -1.85 -0.60 2.46
S -3.46 -0.40 2.50
S -1.03 -0.75 0.88
C -1.36 0.86 0.13
C -0.50 1.02 -1.13
C 0.96 1.33 -0.83
H -2.51 -4.77 2.91
H -2.66 -3.18 2.12
H -2.06 -4.57 1.23
H -0.09 -3.19 1.86
H -0.08 -4.75 2.62
H 0.61 -2.95 4.20
H -0.68 -3.98 4.74
H -1.20 -1.79 5.44
H -2.39 -2.28 4.25
H 0.85 -0.90 4.29
H 0.70 -0.29 2.66
H -0.70 1.51 4.41
H 0.80 1.16 5.22
H 0.37 2.55 2.53
H 1.14 3.15 3.98
H 2.27 1.12 2.01
H 2.83 2.74 2.33
H 3.26 1.80 4.73
H 5.21 0.55 5.32
H 6.94 -1.04 4.21
H 6.68 0.49 3.38
H 5.22 -2.10 2.81
H 6.34 -2.15 0.86
H 5.91 -0.49 0.50
H 8.34 -1.49 1.19
H 7.72 0.66 -0.07
H 9.25 0.50 0.80
H 7.92 1.36 1.54
H -1.13 1.64 0.86
H -2.42 0.95 -0.11
H -0.54 0.08 -1.70
H -0.94 1.81 -1.74
H 1.11 2.39 -0.62
H 1.60 1.07 -1.68
H 1.30 0.73 0.01
C -1.45 3.30 -5.70
C -1.75 3.56 -4.24
O -0.90 3.39 -3.39
C -3.13 4.02 -3.90
H -0.43 2.97 -5.82
H -2.13 2.54 -6.08
H -1.61 4.21 -6.28
H -3.87 3.28 -4.21
H -3.36 4.96 -4.42
H -3.22 4.18 -2.83
C 9.89 -2.22 -2.01
C 9.99 -3.12 -0.81
O 9.18 -3.08 0.09
C 11.15 -4.08 -0.78
H 9.01 -1.58 -1.92
H 10.78 -1.61 -2.10
H 9.80 -2.82 -2.92
H 12.09 -3.53 -0.82
H 11.11 -4.74 -1.65
H 11.12 -4.67 0.13
C -5.63 -2.14 0.26
C -6.57 -3.30 0.08
O -6.21 -4.44 0.29
C -7.98 -2.98 -0.36
H -4.65 -2.50 0.58
H -5.52 -1.60 -0.68
H -6.02 -1.45 1.01
H -7.96 -2.46 -1.32
H -8.46 -2.32 0.36
H -8.55 -3.90 -0.45
C -6.11 1.71 -1.97
C -6.37 3.17 -1.69
O -5.75 4.03 -2.27
C -7.43 3.50 -0.67
H -5.32 1.61 -2.71
H -5.82 1.20 -1.05
H -7.02 1.24 -2.36
H -7.17 3.06 0.29
H -8.39 3.08 -0.98
H -7.52 4.58 -0.56
C -7.73 1.46 -6.52
C -6.40 2.05 -6.12
O -5.75 1.58 -5.21
C -5.92 3.24 -6.90
H -7.97 0.61 -5.89
H -8.51 2.22 -6.43
H -7.69 1.14 -7.56
H -6.64 4.06 -6.82
H -5.82 2.99 -7.96
H -4.96 3.57 -6.51
*
```

HOMO energy = -9.97 eV

Atomic partial charges in e from the Löwdin method, atoms 1 to 2: -0.099, -0.259